A cluster of 3 separate species, C10H26BN2O3 in total. Source: OMol25; level of theory: ωB97M-V with the def2-TZVPD basis set.

Computed properties:
Kohn-Sham gap = 5.923 eV
charge = -1
E_tot = -20589.7992 eV
spin multiplicity = 1

Each line ends with the Löwdin charge.
Cartesian coordinates (Å):
B -0.9386 -4.1695 1.1900  -0.484
C -1.3658 -3.1271 -0.0230  -0.299
C -2.0532 -1.8233 0.4125  -0.234
C -3.2980 -1.9501 1.2769  -0.259
O -4.4893 -2.2961 0.5659  -0.207
C -4.6194 -3.6889 0.3033  -0.118
H -0.4855 -5.2080 0.7181  -0.023
H -0.2085 -3.6613 2.0089  -0.022
H -1.9611 -4.4892 1.8172  -0.027
H -1.9378 -3.6662 -0.7819  0.049
H -0.4350 -2.8205 -0.5217  0.056
H -1.3367 -1.1786 0.9253  0.084
H -2.3790 -1.2722 -0.4812  0.095
H -3.5132 -0.9566 1.6871  0.104
H -3.1404 -2.6054 2.1331  0.101
H -5.6831 -3.9241 0.2450  0.070
H -4.1314 -4.2730 1.0791  0.069
H -4.1690 -3.9419 -0.6570  0.072
C 1.1801 -0.5689 2.2816  -0.360
O 1.3527 -1.7625 2.2308  0.027
N 1.8078 0.3331 1.4826  -0.200
C 1.5617 1.7591 1.5633  -0.069
C 2.7538 -0.1691 0.5077  -0.054
H 0.4646 -0.1001 2.9828  0.133
H 1.1805 2.1309 0.6147  0.053
H 2.4900 2.2864 1.8014  0.086
H 0.8291 1.9715 2.3394  0.084
H 2.2574 -0.8619 -0.1745  0.093
H 3.5600 -0.7096 1.0077  0.088
H 3.1713 0.6641 -0.0563  0.072
C 1.8955 4.8812 -1.0521  -0.348
O 1.3159 4.4419 -0.0795  0.013
N 1.9638 4.2574 -2.2458  -0.197
C 2.6687 4.8298 -3.3732  -0.065
C 1.3050 2.9683 -2.3972  -0.028
H 2.4259 5.8497 -1.0382  0.130
H 1.9817 4.9833 -4.2083  0.088
H 3.4712 4.1619 -3.6940  0.088
H 3.1013 5.7886 -3.0944  0.079
H 0.2379 3.0662 -2.1968  0.100
H 1.7178 2.2495 -1.6896  0.077
H 1.4512 2.6012 -3.4097  0.087

Atoms 1-2, force components in eV/Å:
-0.84 -0.01 0.01
0.73 -0.07 0.56